No. 1
{
  "formula": "C4H13NS",
  "method": "ωB97M-V with the def2-TZVPD basis set",
  "smiles": "CCN.CCS",
  "de_lowest_kj_mol": 47.6,
  "gap_ev": 9.9,
  "lumo_ev": 0.735,
  "homo_energy_ev": -9.2,
  "symbols": ["C", "C", "N", "H", "H", "H", "H", "H", "H", "H", "C", "C", "S", "H", "H", "H", "H", "H", "H"],
  "xyz": [[1.981, -0.103, 2.266], [1.634, -1.493, 1.754], [0.181, -1.625, 1.539], [3.054, -0.045, 2.485], [1.404, 0.123, 3.162], [1.858, 0.675, 1.507], [1.913, -2.173, 2.560], [2.211, -1.650, 0.835], [-0.078, -1.027, 0.749], [0.079, -2.503, 1.024], [-1.770, 2.219, -0.781], [-0.609, 1.546, -1.475], [-0.754, -0.302, -1.613], [-2.632, 2.458, -1.410], [-2.179, 1.583, 0.010], [-1.579, 3.200, -0.334], [-0.624, 1.857, -2.523], [0.381, 1.778, -1.090], [-0.179, -0.307, -2.806]],
  "lowdin_charge": [-0.1253, -0.3561, -0.0316, 0.0674, 0.0700, 0.0587, 0.0998, 0.0996, -0.0331, 0.0583, -0.1846, -0.5792, 0.6991, 0.0704, 0.0625, 0.0723, 0.0548, 0.0568, -0.1598]
}

---

No. 2
{
  "formula": "C42H52GaNO4P2S3Si",
  "method": "ωB97M-V with the def2-TZVPD basis set",
  "total_charge": -1,
  "s_squared": 0.7674,
  "multiplicity": 2,
  "de_lowest_kj_mol": 45.9,
  "gap_ev": [4.4, 7.2],
  "lumo_ev": [2.401, 2.399],
  "homo_energy_ev": [-2.0, -4.8],
  "symbols": ["Ga", "S", "P", "C", "P", "S", "C", "C", "C", "C", "C", "C", "C", "C", "C", "C", "C", "C", "C", "C", "C", "C", "C", "C", "C", "C", "C", "C", "C", "C", "H", "H", "H", "H", "H", "H", "H", "H", "H", "H", "H", "H", "H", "H", "H", "H", "H", "H", "H", "H", "C", "C", "C", "C", "O", "Si", "S", "O", "C", "C", "C", "C", "O", "C", "C", "C", "C", "H", "H", "H", "H", "H", "H", "H", "H", "H", "H", "H", "H", "H", "H", "H", "H", "H", "H", "H", "H", "H", "H", "H", "H", "H", "H", "H", "O", "N", "C", "C", "C", "C", "C", "H", "H", "H", "H", "H"],
  "xyz": [[-0.349, 0.576, 0.244], [-2.780, 0.103, -1.709], [-1.682, 1.722, -1.958], [-0.037, 1.667, -1.380], [1.204, 0.835, -2.314], [1.897, -0.876, -1.647], [0.741, 0.589, -4.074], [1.141, 1.433, -5.104], [0.832, 1.126, -6.424], [0.124, -0.027, -6.724], [-0.283, -0.872, -5.699], [0.024, -0.567, -4.384], [2.599, 2.033, -2.435], [3.916, 1.587, -2.425], [4.968, 2.492, -2.473], [4.714, 3.855, -2.539], [3.402, 4.309, -2.562], [2.354, 3.402, -2.502], [-1.719, 2.353, -3.684], [-2.419, 1.699, -4.685], [-2.496, 2.251, -5.960], [-1.876, 3.459, -6.236], [-1.176, 4.122, -5.233], [-1.102, 3.571, -3.966], [-2.460, 3.222, -1.216], [-1.863, 3.950, -0.198], [-2.382, 5.181, 0.185], [-3.536, 5.671, -0.404], [-4.175, 4.920, -1.384], [-3.630, 3.716, -1.794], [1.700, 2.333, -4.883], [1.152, 1.789, -7.218], [-0.116, -0.263, -7.754], [-0.838, -1.774, -5.925], [-0.281, -1.229, -3.583], [4.102, 0.521, -2.367], [5.989, 2.131, -2.446], [5.535, 4.562, -2.568], [3.194, 5.371, -2.614], [1.330, 3.752, -2.490], [-2.906, 0.760, -4.452], [-3.038, 1.729, -6.738], [-1.937, 3.887, -7.229], [-0.694, 5.070, -5.440], [-0.587, 4.100, -3.173], [-0.958, 3.587, 0.267], [-1.870, 5.758, 0.944], [-3.936, 6.634, -0.107], [-5.085, 5.285, -1.844], [-4.116, 3.149, -2.580], [1.692, 3.972, 0.794], [1.990, 2.811, 1.732], [2.502, 3.354, 3.059], [2.982, 1.847, 1.101], [0.753, 2.076, 1.887], [-0.391, 1.746, 3.041], [-1.932, 0.946, 1.882], [0.062, 0.634, 4.150], [1.015, 0.211, 5.121], [1.450, 1.368, 6.018], [2.209, -0.414, 4.408], [0.312, -0.850, 5.968], [-0.727, 3.143, 3.844], [-1.873, 3.472, 4.645], [-1.416, 4.607, 5.551], [-2.315, 2.270, 5.476], [-3.030, 3.928, 3.769], [2.612, 4.521, 0.583], [0.973, 4.653, 1.254], [1.275, 3.600, -0.142], [3.332, 4.036, 2.866], [2.867, 2.560, 3.705], [1.714, 3.903, 3.578], [3.913, 2.361, 0.855], [2.568, 1.434, 0.179], [3.198, 1.015, 1.773], [1.833, 2.203, 5.434], [2.233, 1.031, 6.701], [0.613, 1.730, 6.612], [2.779, 0.328, 3.855], [1.866, -1.170, 3.699], [2.873, -0.889, 5.133], [-0.672, -0.486, 6.266], [0.895, -1.069, 6.865], [0.181, -1.775, 5.406], [-0.677, 4.254, 6.274], [-2.265, 5.028, 6.094], [-0.963, 5.397, 4.949], [-1.498, 1.901, 6.090], [-2.657, 1.456, 4.832], [-3.140, 2.559, 6.130], [-2.779, 4.845, 3.241], [-3.902, 4.116, 4.398], [-3.286, 3.168, 3.029], [0.328, -1.027, 0.940], [-0.541, -1.983, 1.392], [-0.864, -2.101, 2.722], [-1.795, -3.005, 3.119], [-2.475, -3.822, 2.173], [-2.145, -3.636, 0.814], [-1.199, -2.737, 0.430], [-0.358, -1.418, 3.378], [-2.019, -3.071, 4.177], [-3.215, -4.545, 2.482], [-2.638, -4.214, 0.042], [-0.898, -2.542, -0.588]],
  "lowdin_charge": [0.1519, 0.2716, 0.3542, -0.5602, 0.3919, 0.3400, -0.3309, -0.0809, -0.0915, -0.1028, -0.0864, -0.1190, -0.3491, -0.1077, -0.0898, -0.1008, -0.0897, -0.1168, -0.3456, -0.1047, -0.0860, -0.0998, -0.0843, -0.0964, -0.3172, -0.0883, -0.0882, -0.0986, -0.0888, -0.0883, 0.0992, 0.1002, 0.0959, 0.1013, 0.0814, 0.0629, 0.0967, 0.0939, 0.0997, 0.0783, 0.0751, 0.1015, 0.0957, 0.0995, 0.0981, 0.0628, 0.0969, 0.0944, 0.0966, 0.1077, -0.0231, -0.5945, -0.0232, -0.0006, -0.2032, -0.0784, 0.5668, -0.1566, -0.6258, -0.0190, -0.0079, -0.0229, -0.1431, -0.6454, -0.0318, -0.0343, -0.0349, 0.0902, 0.0907, 0.0477, 0.0926, 0.0623, 0.0831, 0.0969, 0.0429, 0.0840, 0.0625, 0.0886, 0.0731, 0.0629, 0.0893, 0.0906, 0.0864, 0.0862, 0.0746, 0.0803, 0.0842, 0.0857, 0.0622, 0.0795, 0.0907, 0.0756, 0.0867, 0.0556, -0.2568, -0.1841, -0.1048, -0.1109, -0.1343, -0.1159, -0.0769, 0.0706, 0.0893, 0.0673, 0.0939, 0.0999]
}

---

No. 3
{
  "formula": "C23H27N3O5S2",
  "method": "ωB97M-V with the def2-TZVPD basis set",
  "smiles": "COc1ccc(CCNC(=O)Cc2ccc(NC3=N[C@@H]4CS(=O)(=O)C[C@@H]4S3)cc2)c(OC)c1",
  "de_lowest_kj_mol": 168.2,
  "gap_ev": 8.3,
  "lumo_ev": 0.348,
  "homo_energy_ev": -7.9,
  "symbols": ["C", "O", "C", "C", "C", "C", "C", "C", "N", "C", "O", "C", "C", "C", "C", "C", "N", "C", "N", "C", "C", "S", "O", "O", "C", "C", "S", "C", "C", "C", "O", "C", "C", "H", "H", "H", "H", "H", "H", "H", "H", "H", "H", "H", "H", "H", "H", "H", "H", "H", "H", "H", "H", "H", "H", "H", "H", "H", "H", "H"],
  "xyz": [[-0.598, 4.172, -0.253], [-0.429, 2.834, 0.159], [-0.261, 1.874, -0.799], [0.210, 0.640, -0.362], [0.408, -0.374, -1.277], [0.133, -0.207, -2.625], [0.328, -1.327, -3.607], [-0.973, -2.119, -3.809], [-1.392, -2.768, -2.589], [-1.272, -4.097, -2.394], [-0.959, -4.881, -3.263], [-1.618, -4.536, -0.966], [-0.814, -3.767, 0.039], [-1.377, -2.739, 0.785], [-0.623, -1.998, 1.676], [0.732, -2.271, 1.829], [1.550, -1.559, 2.706], [1.256, -0.434, 3.376], [0.158, 0.187, 3.400], [0.130, 1.398, 4.146], [-0.190, 2.544, 3.199], [1.456, 3.060, 2.636], [1.454, 4.426, 2.190], [2.078, 2.076, 1.804], [2.148, 2.940, 4.321], [1.526, 1.661, 4.838], [2.565, 0.229, 4.409], [1.306, -3.306, 1.091], [0.540, -4.040, 0.208], [-0.366, 1.029, -3.054], [-0.644, 1.131, -4.389], [-1.071, 2.368, -4.902], [-0.552, 2.065, -2.146], [0.137, 4.450, -1.012], [-1.610, 4.347, -0.636], [-0.426, 4.778, 0.635], [0.446, 0.512, 0.679], [0.803, -1.320, -0.937], [0.634, -0.920, -4.570], [1.101, -2.007, -3.244], [-0.824, -2.907, -4.550], [-1.762, -1.443, -4.150], [-1.536, -2.167, -1.790], [-1.410, -5.604, -0.897], [-2.686, -4.375, -0.809], [-2.429, -2.515, 0.678], [-1.068, -1.205, 2.250], [2.510, -1.868, 2.762], [-0.650, 1.310, 4.914], [-0.626, 3.408, 3.691], [-0.791, 2.220, 2.357], [1.814, 3.822, 4.861], [3.232, 2.903, 4.287], [1.426, 1.672, 5.926], [2.357, -3.529, 1.208], [0.996, -4.834, -0.366], [-1.187, 2.216, -5.974], [-0.330, 3.156, -4.728], [-2.033, 2.672, -4.477], [-0.927, 3.016, -2.485]],
  "lowdin_charge": [-0.0767, -0.1273, -0.2515, 0.0036, -0.0209, -0.1685, -0.1121, -0.1550, 0.0766, -0.4974, 0.0595, -0.0575, -0.2491, -0.0369, -0.0211, -0.2375, 0.0797, -0.6303, 0.0573, -0.3668, -0.1545, 0.6672, -0.3167, -0.2885, -0.2377, -0.5231, 1.0067, -0.0206, -0.0292, -0.2163, -0.0874, -0.0825, 0.0501, 0.1040, 0.0970, 0.0778, 0.0853, 0.1071, 0.1159, 0.1232, 0.1201, 0.1235, 0.1233, 0.1252, 0.1236, 0.1183, 0.0936, 0.1325, 0.1478, 0.1137, 0.0998, 0.1084, 0.0996, 0.1047, 0.1131, 0.1237, 0.0944, 0.0980, 0.0962, 0.0948]
}

---

No. 4
{
  "formula": "C5H9BrS2",
  "method": "ωB97M-V with the def2-TZVPD basis set",
  "de_lowest_kj_mol": 72.4,
  "gap_ev": 8.7,
  "lumo_ev": 0.225,
  "homo_energy_ev": -8.5,
  "symbols": ["C", "C", "C", "C", "C", "S", "S", "Br", "H", "H", "H", "H", "H", "H", "H", "H", "H"],
  "xyz": [[-1.393, -0.052, -1.100], [-0.739, 1.204, -0.759], [-0.904, -1.322, -0.369], [1.608, 0.168, 0.321], [1.231, 0.175, 1.719], [1.146, 1.384, -0.859], [0.866, -1.784, -0.514], [3.561, 0.035, 0.160], [-2.455, 0.009, -1.006], [-1.281, -0.196, -2.125], [-1.012, 1.914, -1.562], [-1.076, 1.544, 0.137], [-1.288, -1.358, 0.698], [-1.486, -2.124, -0.971], [1.774, 0.828, 2.296], [1.295, -0.911, 2.241], [0.154, 0.486, 1.694]],
  "lowdin_charge": [-0.3371, -0.4375, -0.5558, -1.2963, -0.2571, 0.8119, 0.6924, 0.6234, 0.1119, 0.0856, 0.0866, 0.0367, 0.0846, 0.0939, 0.0355, 0.1411, 0.0802]
}

---

No. 5
{
  "formula": "C3H8S2",
  "method": "ωB97M-V with the def2-TZVPD basis set",
  "total_charge": 1,
  "s_squared": 0.8456,
  "multiplicity": 2,
  "de_lowest_kj_mol": 312.8,
  "gap_ev": [7.1, 6.5],
  "lumo_ev": [-7.903, -8.664],
  "homo_energy_ev": [-15.0, -15.1],
  "symbols": ["C", "C", "C", "S", "S", "H", "H", "H", "H", "H", "H", "H", "H"],
  "xyz": [[-1.167, 0.081, 0.236], [-1.143, -1.345, -0.075], [0.323, 0.619, 0.266], [0.814, 1.388, -1.285], [3.100, 0.409, -0.461], [-1.685, 0.723, -0.560], [-1.566, 0.312, 1.210], [-0.168, -1.369, -0.662], [-1.983, -1.612, -0.752], [-0.941, -2.086, 0.779], [0.454, 1.400, 1.034], [1.013, -0.199, 0.433], [2.949, 1.679, -0.163]],
  "lowdin_charge": [-0.3154, -0.1167, -0.6041, 0.9653, 0.6576, 0.1268, 0.1089, 0.0788, 0.1020, 0.1278, 0.1118, -0.0097, -0.2331]
}

---

No. 6
{
  "formula": "C15H15ClFNO2S",
  "method": "ωB97M-V with the def2-TZVPD basis set",
  "smiles": "O=S(=O)(Cc1ccccc1Cl)NCCc1ccc(F)cc1",
  "de_lowest_kj_mol": 15.8,
  "gap_ev": 9.8,
  "lumo_ev": 0.632,
  "homo_energy_ev": -9.2,
  "symbols": ["O", "S", "O", "C", "C", "C", "C", "C", "C", "C", "Cl", "N", "C", "C", "C", "C", "C", "C", "F", "C", "C", "H", "H", "H", "H", "H", "H", "H", "H", "H", "H", "H", "H", "H", "H", "H"],
  "xyz": [[-2.377, -1.451, 1.212], [-1.309, -1.581, 0.265], [-1.338, -2.655, -0.683], [-1.049, 0.015, -0.614], [-2.110, 0.967, -0.209], [-1.836, 2.103, 0.541], [-2.854, 2.952, 0.938], [-4.166, 2.668, 0.599], [-4.463, 1.534, -0.138], [-3.438, 0.693, -0.535], [-3.784, -0.742, -1.423], [0.114, -1.675, 1.166], [1.061, -2.718, 0.807], [1.780, -2.362, -0.497], [2.452, -1.017, -0.458], [3.318, -0.675, 0.575], [3.927, 0.566, 0.615], [3.668, 1.469, -0.400], [4.251, 2.686, -0.363], [2.828, 1.155, -1.452], [2.227, -0.091, -1.471], [-0.057, 0.346, -0.327], [-1.089, -0.230, -1.672], [-0.812, 2.320, 0.809], [-2.623, 3.833, 1.518], [-4.962, 3.325, 0.912], [-5.481, 1.296, -0.401], [-0.137, -1.686, 2.142], [0.549, -3.678, 0.668], [1.776, -2.816, 1.626], [1.049, -2.388, -1.305], [2.526, -3.138, -0.691], [3.529, -1.385, 1.359], [4.597, 0.838, 1.415], [2.655, 1.876, -2.235], [1.578, -0.351, -2.294]],
  "lowdin_charge": [-0.2997, 0.6120, -0.3146, -0.1882, -0.2985, -0.0271, -0.0764, -0.0772, -0.0884, -0.6007, 0.7816, -0.1295, -0.2382, -0.1415, -0.2415, -0.0286, -0.0011, -0.2793, 0.0545, -0.0032, -0.0543, 0.0822, 0.0973, 0.1170, 0.1034, 0.1050, 0.1062, 0.1034, 0.1157, 0.1152, 0.1022, 0.1266, 0.1128, 0.1179, 0.1188, 0.1162]
}

---

- Which formula does entry 1 have?
  C4H13NS